[1]
14
Properties=species:S:1:pos:R:3:forces:R:3:mulliken_charge:R:1 method="wB97M-V/def2-TZVPD" relative_energy_kcal_mol=45.6 homo_ev=-9.7361 mol_weight_g_mol=88.11 max_force_ev_per_a=1.22 orbital_gap_ha=0.3874
C 1.74274 0.40066 0.74477 -0.19 0.04 0.40 -0.581
O 0.75254 1.38676 0.54163 -0.54 -0.68 -0.30 -0.344
C -0.27093 1.14555 -0.42061 0.41 -0.27 -0.77 -0.393
C -1.01611 -0.16546 -0.86472 -0.21 0.64 0.69 0.699
C -1.07530 -1.39082 0.02504 -0.02 0.11 -0.45 -1.204
O -1.73101 -0.01116 -1.83167 0.66 -0.47 0.41 -0.535
H 2.41324 0.27193 -0.11437 -0.18 -0.07 0.01 0.280
H 2.32247 0.76562 1.60169 0.00 -0.21 -0.27 0.238
H 1.25808 -0.54207 1.03444 0.42 0.00 -0.17 0.227
H -1.14090 1.58463 0.01307 -0.66 0.99 0.23 0.260
H -0.03335 1.64622 -1.36979 -0.04 -0.02 0.26 0.357
H -2.00774 -1.93319 -0.16618 0.26 0.11 0.00 0.341
H -0.98422 -1.15110 1.09080 0.07 0.05 -0.28 0.331
H -0.22951 -2.00756 -0.28409 0.02 -0.23 0.23 0.326

[2]
14
Properties=species:S:1:pos:R:3:forces:R:3:mulliken_charge:R:1 method="wB97M-V/def2-TZVPD" relative_energy_kcal_mol=88.3 homo_ev=-8.1120 mol_weight_g_mol=88.11 max_force_ev_per_a=0.33 orbital_gap_ha=0.3252
C -0.31569 -0.43639 -1.71524 -0.14 0.01 -0.18 -0.666
O 0.57613 -0.71574 -0.65618 -0.01 -0.13 0.06 -0.453
C 0.91428 0.40601 0.15411 0.30 0.06 0.13 -0.497
C -0.21541 0.83009 1.09213 0.02 0.03 -0.01 -0.266
C -0.54013 -0.16657 2.20340 -0.07 0.01 -0.15 -0.380
O -0.46918 -1.39842 1.76892 -0.02 0.25 -0.07 -0.249
H 0.07568 0.35385 -2.37122 -0.02 -0.11 0.14 0.305
H -1.30776 -0.13737 -1.35053 0.12 -0.03 -0.08 0.294
H -0.41148 -1.36228 -2.28528 -0.03 0.16 0.03 0.235
H 1.26507 1.23541 -0.47489 -0.14 -0.06 0.03 0.388
H -1.15593 0.98312 0.53802 0.09 -0.03 0.09 0.237
H 0.02007 1.80714 1.52881 -0.03 -0.22 0.03 0.360
H 1.77048 0.06366 0.75064 -0.15 0.13 -0.13 0.280
H -0.20614 -1.46250 0.81731 0.07 -0.07 0.11 0.412

[3]
14
Properties=species:S:1:pos:R:3:forces:R:3:mulliken_charge:R:1 method="wB97M-V/def2-TZVPD" relative_energy_kcal_mol=143.1 homo_ev="-8.8472 / -8.8485" mol_weight_g_mol=88.11 max_force_ev_per_a=3.88 orbital_gap_ha="0.3195 / 0.3196"
O 1.39451 -0.20912 -1.87556 -0.92 2.30 -1.27 -0.666
C 0.38607 1.36845 -1.00000 1.39 -1.49 -0.99 -0.345
C 0.21577 0.27727 -0.02849 1.79 -0.70 0.10 0.080
C -0.41561 0.15214 1.36578 0.24 0.17 0.13 -0.401
C -0.87478 -1.22643 0.81997 -0.15 -0.02 0.14 -0.321
O -0.65776 -0.75352 -0.52010 0.44 -0.32 0.04 -0.478
H 0.66850 -0.87532 -1.96812 0.56 1.01 0.07 0.338
H 1.10950 2.11944 -0.64222 0.11 -0.60 -0.53 0.255
H -0.31355 1.84241 -1.73356 0.33 -1.28 0.59 0.256
H 1.47629 -0.08802 -0.11214 -3.64 0.52 1.21 0.302
H 0.38274 0.19643 2.10625 -0.51 -0.18 0.40 0.260
H -1.25199 0.82404 1.59940 0.30 -0.14 -0.12 0.253
H -1.91691 -1.55837 0.90750 0.25 0.27 0.38 0.240
H -0.20280 -2.06940 1.08128 -0.19 0.46 -0.15 0.228